{"formula": "C42H68BMnN8O2S", "method": "the ωB97M-V functional and the def2-TZVPD basis", "species": ["Mn", "C", "C", "C", "C", "C", "C", "C", "C", "C", "N", "N", "B", "N", "N", "C", "C", "C", "C", "C", "C", "C", "C", "C", "N", "N", "C", "C", "C", "C", "C", "C", "C", "C", "C", "H", "H", "H", "H", "H", "H", "H", "H", "H", "H", "H", "H", "H", "H", "H", "H", "H", "H", "H", "H", "H", "H", "H", "H", "H", "H", "H", "H", "H", "H", "H", "H", "H", "H", "H", "H", "H", "H", "H", "H", "H", "H", "H", "H", "H", "H", "C", "C", "C", "N", "C", "S", "N", "C", "O", "C", "C", "C", "C", "C", "C", "H", "H", "H", "H", "H", "H", "H", "H", "H", "H", "H", "H", "H", "H", "C", "C", "C", "O", "C", "H", "H", "H", "H", "H", "H", "H", "H"], "positions_angstrom": [[-0.88868, 0.00285, -0.44731], [-4.87836, -2.71081, -2.08117], [-3.43674, -2.26095, -1.85599], [-3.12958, -1.04039, -2.70860], [-3.15009, -2.10776, -0.38277], [-3.72542, -2.82643, 0.65319], [-2.96479, -2.58736, 1.79088], [-3.18214, -3.26755, 3.11827], [-2.97602, -2.40164, 4.36151], [-2.36483, -4.56657, 3.18085], [-1.97955, -1.73131, 1.45741], [-2.13265, -1.40208, 0.13962], [-0.60608, -1.40833, 2.16649], [-0.46514, 0.07291, 2.47799], [-0.38421, 0.94908, 1.42570], [-0.12221, 2.15996, 1.96542], [-0.05603, 2.04505, 3.34773], [-0.26875, 0.71288, 3.64236], [-0.21259, 0.06942, 4.99799], [-1.29744, 0.65313, 5.90605], [1.17900, 0.25622, 5.61388], [0.10688, 3.43227, 1.19589], [1.01279, 4.38520, 1.97626], [-1.21170, 4.12236, 0.85251], [0.52309, -1.82639, 1.14197], [0.35603, -1.53119, -0.19691], [1.09447, -2.39800, -0.92402], [1.84773, -3.14202, -0.03338], [1.48067, -2.76512, 1.25026], [2.21330, -3.26689, 2.48053], [1.55047, -3.22231, 3.85310], [3.55122, -2.51063, 2.54288], [0.98125, -2.67876, -2.40481], [1.05284, -1.46770, -3.31740], [2.03453, -3.70182, -2.83105], [-5.07287, -2.81717, -3.14835], [-5.58232, -1.97832, -1.67778], [-5.08197, -3.67371, -1.61507], [-2.77488, -3.06911, -2.18422], [-3.80191, -0.22461, -2.45348], [-3.26821, -1.28115, -3.76359], [-2.09751, -0.68540, -2.60861], [-4.58112, -3.48050, 0.59375], [-4.23631, -3.54720, 3.08986], [-1.93129, -2.36794, 4.66021], [-3.53622, -2.83071, 5.19279], [-3.33090, -1.37894, 4.21310], [-1.31018, -4.36931, 2.97850], [-2.71717, -5.29456, 2.44919], [-2.44548, -5.01478, 4.17302], [-0.53404, -2.07118, 3.13330], [0.14058, 2.83357, 4.05624], [-0.39316, -0.99682, 4.89039], [-1.09690, 1.70468, 6.12378], [-1.32077, 0.11423, 6.85446], [-2.28726, 0.58316, 5.45153], [1.34839, 1.30353, 5.87269], [1.97094, -0.05219, 4.92791], [1.26930, -0.33360, 6.52759], [0.60478, 3.17407, 0.26396], [0.49025, 4.81679, 2.83337], [1.32093, 5.21115, 1.33501], [1.90937, 3.88378, 2.34395], [-1.83260, 4.23849, 1.74529], [-1.76648, 3.54738, 0.11868], [-1.02765, 5.11588, 0.43939], [2.56798, -3.90561, -0.27794], [2.43173, -4.31199, 2.25444], [1.39016, -2.19842, 4.19041], [2.22305, -3.70042, 4.56721], [0.60317, -3.75733, 3.88795], [3.37550, -1.44611, 2.72606], [4.11891, -2.61184, 1.61746], [4.15864, -2.90077, 3.36081], [-0.00330, -3.14135, -2.53849], [1.99042, -0.93209, -3.16235], [0.22645, -0.77795, -3.16677], [1.01479, -1.79521, -4.35777], [3.04310, -3.32812, -2.63840], [1.94570, -3.89401, -3.89960], [1.91526, -4.65461, -2.31520], [0.62611, 3.42738, -6.57302], [-0.34258, 3.06669, -5.45050], [-0.09826, 1.68485, -4.86475], [1.22419, 1.60409, -4.22218], [1.47594, 1.57565, -2.94794], [0.24914, 1.62287, -1.72199], [2.76356, 1.61230, -2.51413], [3.90961, 1.80707, -3.31836], [3.78739, 1.90668, -4.51961], [5.20311, 1.88927, -2.60006], [6.29584, 2.35401, -3.32682], [7.53681, 2.44978, -2.72064], [7.69087, 2.07218, -1.39261], [6.60500, 1.59746, -0.66698], [5.36156, 1.50735, -1.26819], [0.37595, 4.39716, -7.00038], [0.58486, 2.69068, -7.37942], [1.65993, 3.49306, -6.22268], [-1.36890, 3.08373, -5.82236], [-0.28031, 3.80427, -4.64477], [-0.11398, 0.92774, -5.64923], [-0.85098, 1.43052, -4.12607], [2.06183, 1.71773, -4.80129], [2.87562, 1.60128, -1.51374], [6.15755, 2.64140, -4.36057], [8.38427, 2.81545, -3.28442], [8.66183, 2.14304, -0.91999], [6.73068, 1.29205, 0.36290], [4.54107, 1.10790, -0.68180], [-4.11407, 2.98174, -1.01489], [-4.73151, 1.95570, -0.06131], [-3.52844, 1.21494, 0.48151], [-2.53341, 1.26689, -0.60501], [-2.94766, 2.23452, -1.63368], [-3.76764, 3.85190, -0.46056], [-4.80931, 3.31965, -1.78195], [-5.39441, 1.27598, -0.59906], [-5.29800, 2.42058, 0.74291], [-3.72584, 0.17370, 0.70644], [-3.09164, 1.69420, 1.35556], [-3.24577, 1.67951, -2.51813], [-2.10019, 2.86409, -1.88027]], "gap_ev": [6.51, 7.84], "total_charge": 2, "total_energy_ev": -103497.5282, "spin_multiplicity": 5, "s_squared": 6.09}